100
Properties=species:S:1:pos:R:3:forces:R:3:lowdin_charge:R:1 method="wB97M-V/def2-TZVPD" spin_multiplicity=3 total_charge=+1 e_homo_ev="-10.18 / -10.37" e_above_lowest_ev=0.5459 gap_ev="6.5 / 6.8" lumo_energy_ev="-3.7 / -3.6"
Sb -0.68087 0.30631 -2.33301 0.03 0.06 0.11 1.6209
Mo -0.18300 0.93059 0.56048 0.37 0.41 0.22 1.0012
Cl -1.71831 2.67976 0.57261 -0.16 0.08 -0.08 0.0393
S 0.71648 1.63882 2.78595 -0.11 0.04 -0.16 0.7524
O 0.91035 -0.60704 0.66257 0.01 -0.59 -0.18 -0.3507
O -1.09811 -3.20129 0.89213 -0.16 -0.01 0.02 -0.1223
O 2.88046 -1.34137 -0.04833 0.12 0.01 -0.18 0.1270
N 0.62200 0.42422 5.15917 0.02 -0.01 0.11 -0.1051
N -1.93663 -0.15455 1.81690 -0.07 -0.01 -0.28 0.0226
N -1.20017 0.05607 4.05630 -0.11 0.01 0.00 0.0222
C 5.37120 4.77951 -0.69517 -0.01 -0.01 0.00 -0.0739
C -4.28233 -0.34615 1.33995 -0.01 -0.03 -0.08 -0.0218
C 1.33032 -2.81096 4.20089 0.01 0.00 0.00 -0.0812
C -2.95538 -0.35869 0.96803 0.06 -0.01 -0.01 -0.1721
C 4.44036 3.77537 -0.48950 0.00 -0.01 -0.01 -0.0285
C 2.06579 -1.26132 0.82788 -0.02 0.32 0.32 -0.5238
C -3.54936 0.10831 3.55892 -0.07 -0.01 0.06 0.0195
C 1.28241 2.20108 0.04333 -0.06 -0.07 -0.05 -0.3184
C -3.64239 1.03726 -2.06109 -0.03 0.03 -0.03 -0.1496
C -2.07363 -3.96508 1.60346 0.04 0.03 0.00 -0.3101
C -2.98085 0.65272 -4.42151 -0.01 -0.02 0.01 -0.1035
C 0.45607 1.00819 -5.14417 0.02 0.01 -0.03 -0.1083
C -1.32676 -0.57372 5.29844 -0.05 0.01 -0.10 -0.0246
C 1.98418 0.84420 5.46372 -0.02 -0.03 0.01 -0.0127
C -2.24895 2.73600 -3.22997 -0.01 -0.01 -0.04 -0.1240
C 3.64222 6.43998 -0.47166 -0.01 -0.01 0.00 -0.0730
C -0.19390 -0.33864 5.97373 0.14 0.05 0.02 -0.0258
C 3.71508 -2.69749 3.88432 0.01 -0.01 -0.02 -0.0638
C 2.70394 5.44313 -0.26555 0.00 0.00 0.00 -0.0258
C -0.86046 -1.85205 -2.75476 0.03 -0.02 0.09 -0.6690
C 4.97465 6.11064 -0.68597 0.00 0.00 0.00 -0.0754
C -0.77927 -2.20944 -4.23611 0.02 -0.04 0.02 -0.1005
C 2.10393 0.05214 -3.51226 0.01 -0.02 -0.03 -0.1073
C -4.58572 -0.07804 2.66140 -0.02 0.02 0.10 -0.0126
C 0.27249 -2.56171 -2.00629 0.06 -0.01 0.01 -0.1189
C 3.09803 4.10123 -0.27207 0.01 -0.02 0.01 -0.2518
C 1.13504 -2.20395 2.96792 0.00 0.02 0.03 -0.0441
C -2.52271 1.23742 -3.08464 -0.02 -0.06 -0.01 -0.6921
C 0.01033 0.67253 3.98819 0.00 -0.13 0.02 -0.6457
C -2.19871 -2.34123 -2.19711 0.02 -0.01 -0.06 -0.1185
C 0.91615 1.00035 -3.68665 -0.08 -0.01 -0.05 -0.6726
C -1.71701 -5.43289 1.68221 0.01 -0.02 -0.01 -0.0760
C -2.24723 0.03085 3.09485 0.11 -0.08 0.14 -0.2569
C 1.34971 2.41780 -3.32144 0.02 0.00 -0.04 -0.1138
C 2.12929 3.07272 -0.06859 0.04 0.00 0.02 -0.0960
C 2.23390 -1.87059 2.18210 -0.06 0.00 -0.02 -0.1347
C 3.52277 -2.12559 2.63568 0.07 -0.01 0.00 -0.0055
C 2.61961 -3.04815 4.66350 -0.02 0.00 0.00 -0.0742
H -1.80929 3.17059 -2.33032 -0.01 0.00 0.02 0.0474
H 1.84625 2.44750 -2.35947 0.01 0.00 0.05 0.0340
H -0.33470 -3.76083 0.71772 0.01 0.00 0.00 0.0800
H 4.36200 -1.87180 2.00046 -0.02 -0.01 0.01 0.1257
H 2.77128 -3.52164 5.62590 0.00 0.01 -0.02 0.1076
H 0.47744 -3.10839 4.79887 0.02 0.00 -0.01 0.1019
H 0.14728 -1.87560 -4.69915 0.00 -0.01 0.02 0.0569
H -2.29007 -3.41203 -2.41508 0.00 0.02 0.02 0.0967
H -3.77229 1.29346 -4.82755 0.01 -0.04 0.02 0.0951
H 2.36350 -0.12175 -2.46489 0.01 0.03 0.01 0.0685
H -3.41627 1.51183 -1.10693 0.01 0.02 -0.01 0.0106
H 0.10001 0.04332 -5.49875 -0.03 -0.02 0.01 0.0593
H -2.17619 -3.54516 2.61118 0.00 0.00 0.02 0.1029
H -4.55634 1.49931 -2.45258 0.03 0.00 0.01 0.0973
H -0.77251 -5.57349 2.21386 -0.01 0.00 -0.01 0.0804
H -2.67739 -0.52265 -0.06256 -0.01 -0.01 0.04 0.0515
H 1.31505 1.28657 -5.76541 -0.02 -0.02 0.02 0.0968
H 0.38813 -2.20254 -0.98435 -0.10 -0.05 -0.07 0.0324
H -3.03213 -3.83232 1.09422 0.00 0.01 -0.01 0.1096
H 4.73824 2.73478 -0.49653 0.00 0.01 0.00 0.1179
H 2.66615 0.41231 4.73190 -0.01 0.00 0.00 0.0904
H -1.61848 -1.82216 -4.81172 -0.02 0.06 -0.02 0.0719
H -2.24317 -2.24094 -1.11186 -0.02 0.01 -0.02 0.0452
H 4.71857 -2.88954 4.24163 -0.02 0.01 -0.01 0.1101
H -0.32030 1.75237 -5.32349 0.03 -0.01 0.00 0.0654
H -2.19135 -1.15856 5.55565 0.02 0.04 -0.02 0.1321
H 6.40926 4.52418 -0.86380 -0.01 0.00 0.00 0.1069
H 3.33447 7.47752 -0.46540 0.00 -0.01 0.00 0.1072
H -3.86493 -0.01917 -1.89362 -0.01 0.02 -0.02 0.0547
H -3.40777 -0.34400 -4.29614 0.04 -0.01 -0.02 0.0694
H 0.04552 -3.63406 -1.96595 0.01 0.02 -0.04 0.0944
H -0.79857 -3.30276 -4.32019 -0.04 0.03 -0.01 0.0962
H 2.06661 2.75168 -4.08076 -0.03 0.00 0.03 0.0971
H 5.70509 6.89292 -0.84763 -0.01 -0.01 0.00 0.1067
H 2.23469 0.48822 6.45873 0.00 0.00 0.00 0.0995
H -3.74147 0.32194 4.60089 0.01 0.00 -0.03 0.1250
H 0.13893 -2.02094 2.58453 0.00 -0.02 0.01 0.0865
H -5.05191 -0.51341 0.59945 0.02 0.00 0.01 0.1229
H -5.61257 -0.01467 2.99576 0.01 0.00 0.00 0.1249
H 0.52760 3.13394 -3.30756 -0.01 -0.02 0.00 0.0709
H 1.66315 5.68779 -0.09717 0.01 0.00 0.00 0.1188
H 2.97780 0.49881 -4.00021 -0.03 -0.02 0.01 0.0962
H -3.05268 -1.84652 -2.66316 0.02 -0.01 0.04 0.0599
H 0.11691 -0.66014 6.95268 0.00 0.02 -0.04 0.1376
H -1.59595 2.94880 -4.07702 0.00 0.01 0.04 0.0644
H 1.92637 -0.91318 -3.99021 0.02 0.03 0.06 0.0646
H -1.62287 -5.85995 0.68166 0.00 0.00 0.02 0.0839
H 2.05853 1.92874 5.43059 0.00 0.01 0.00 0.0930
H 1.23277 -2.44977 -2.50840 0.00 0.05 0.01 0.0757
H -3.19904 3.25033 -3.41367 0.03 -0.01 -0.01 0.0944
H -2.19010 0.59411 -5.16771 -0.02 0.04 0.02 0.0584
H -2.48825 -5.99029 2.21484 0.01 0.01 -0.01 0.0826


57
Properties=species:S:1:pos:R:3:forces:R:3:lowdin_charge:R:1 method="wB97M-V/def2-TZVPD" spin_multiplicity=6 total_charge=0 e_homo_ev="-6.91 / -6.89" gap_ev="7.7 / 7.6" lumo_energy_ev="0.8 / 0.7"
Mn -0.45520 -0.05743 1.02904 -0.03 0.70 0.11 0.8076
P 0.40397 0.16874 -1.34137 -0.49 -0.14 1.11 0.8788
N -1.78579 1.46060 0.73370 -1.01 0.06 -0.72 -0.0627
N -0.97143 -1.95893 1.74256 1.07 1.62 -0.68 -0.0640
N 2.03169 -0.95499 2.28489 -0.25 0.41 0.68 -0.0788
N 1.32891 0.20187 2.17488 1.07 1.33 -0.36 -0.0488
N 0.18100 -2.67217 1.90042 -2.56 -0.86 1.28 -0.0580
C 2.17805 1.23263 2.51889 -0.74 -0.75 0.74 -0.1160
C 3.39617 0.68006 2.93363 -1.06 -0.34 0.03 -0.0714
C -1.47554 2.77564 0.44195 -0.76 -0.65 -0.21 -0.4045
C -3.79571 -0.00362 0.26127 -0.39 -0.61 1.56 -0.0687
C 3.20312 -0.04171 -1.38904 -4.24 2.46 1.81 -0.0885
C 0.64110 1.76514 -2.06487 0.95 1.28 -1.99 -0.3616
C 1.04697 1.68727 -3.59913 1.97 0.47 0.24 -0.1294
C -3.46783 2.35931 -0.50020 -0.98 0.56 -0.43 -0.0914
C -0.11551 3.21470 0.81453 -0.02 1.71 -1.25 -0.0814
C 3.22139 -0.69187 2.80204 2.28 -0.99 0.58 -0.1062
C -1.97849 -2.58878 2.28686 -0.28 -1.42 0.66 -0.1265
C 1.85475 -0.66785 -1.89581 1.11 -0.12 -1.90 -0.4222
C -1.32855 -1.97817 -1.99831 -1.13 -1.00 0.71 -0.1480
C -2.48989 3.36777 -0.31573 1.45 0.06 0.50 -0.0807
C -1.51068 -3.83089 2.81282 -0.73 1.34 -0.71 -0.0417
C -3.01052 1.21543 0.12577 0.29 1.45 0.07 -0.4288
C -0.16949 -3.79763 2.56696 1.38 -0.15 -0.78 -0.0785
C -1.00979 -0.52704 -2.20034 0.55 -0.24 -1.80 -0.3994
B 1.55184 -2.20173 1.48002 0.69 -0.57 1.06 -0.4695
H 3.29115 1.04082 -1.73088 0.20 -1.54 0.03 0.0830
H -2.39670 4.38930 -0.70839 -0.43 -0.58 0.19 0.0961
H 1.65695 -1.65062 -1.51235 0.64 -0.81 0.05 0.0426
H 1.43207 2.23824 -1.40267 -0.99 -0.06 -1.14 0.0917
H 1.78183 -0.71475 -3.01652 0.30 -0.18 0.90 0.0929
H 1.84321 2.29069 2.63234 0.19 -1.27 -0.44 0.1120
H 2.95065 0.08222 -0.27485 1.21 -0.37 -1.17 0.0765
H 0.50114 1.03607 -4.23931 -1.26 -0.64 0.01 0.0421
H -2.15293 -4.61516 3.12320 -0.05 -0.51 0.59 0.0849
H -0.90632 -0.40813 -3.28719 0.10 0.34 0.09 0.0886
H 0.02453 3.61883 1.80100 -0.18 0.12 0.64 0.0650
H 1.53139 -1.82331 0.41119 -0.27 0.41 -1.75 0.0230
H 1.14749 2.60503 -4.22861 -0.37 -0.11 1.21 0.0838
H 0.55025 2.39678 0.67729 0.78 -0.67 0.01 -0.0050
H 3.99100 -1.48314 3.10926 -1.56 1.11 -0.85 0.1539
H -4.47521 2.52342 -0.96499 1.19 -0.43 0.43 0.1102
H -4.79417 0.20976 0.01107 -1.41 0.47 -0.70 0.0597
H -0.27214 2.32673 -2.09552 -0.51 0.50 0.88 0.0699
H 4.22965 1.13706 3.40736 0.40 0.45 0.04 0.0838
H -3.54677 -0.84364 -0.34401 0.69 -0.86 -0.40 0.0514
H 0.20453 4.00141 0.09586 -0.02 -0.33 0.49 0.0945
H -2.34157 -2.24183 -2.39315 0.90 0.26 -0.14 0.0911
H -3.93616 -0.30678 1.31079 0.55 -0.20 -0.11 0.0757
H 2.03762 1.23057 -3.68891 0.17 0.24 0.18 0.0451
H -2.99639 -2.17778 2.31464 0.72 -0.18 -0.22 0.1102
H -0.57513 -2.64474 -2.42536 -0.14 0.10 -0.09 0.0754
H -1.78209 0.13956 -1.90050 -1.08 0.44 0.32 0.0528
H -1.43119 -2.24775 -0.94561 0.28 0.04 0.22 0.0436
H 2.29985 -3.13678 1.58101 0.17 0.12 0.25 0.0900
H 0.63901 -4.49464 2.67809 -0.14 -0.42 0.42 0.1173
H 4.01991 -0.63379 -1.59971 1.80 -1.07 -0.26 0.0384


19
Properties=species:S:1:pos:R:3:forces:R:3:lowdin_charge:R:1 method="wB97M-V/def2-TZVPD" total_charge=+1 e_homo_ev="-14.14 / -14.14" e_above_lowest_ev=7.4924 gap_ev="8.6 / 8.6" lumo_energy_ev="-5.6 / -5.6"
N -1.92247 -0.68236 0.57191 -0.19 -2.58 1.16 0.1030
N -0.57139 -0.52026 0.62410 -0.45 2.43 -3.03 -0.0472
N 0.23072 -1.55212 0.20574 0.74 -0.93 0.09 -0.0152
N -2.26773 1.38748 -0.17245 0.95 3.85 -2.54 0.1242
C 0.12920 1.08092 -0.26349 -1.00 -1.14 1.03 0.0721
C 1.43786 1.23082 -0.09433 -1.33 -1.75 -0.25 -0.0856
C -1.13649 1.65489 -0.72162 0.78 -0.17 1.04 -0.0307
C -0.19533 -2.32583 -0.68626 3.96 -1.89 -0.22 0.0657
C 2.46239 0.26505 0.34136 0.64 -2.50 2.17 -0.0828
C -2.64772 0.36868 0.49840 -1.40 -1.73 2.38 -0.2019
H 3.18633 0.71961 1.12075 -1.30 -0.59 -1.23 0.1234
H 0.60174 -3.08484 -1.08508 -1.74 1.34 0.98 0.1440
H -1.11650 -2.32228 -1.12392 -2.60 0.23 -1.08 0.0548
H -0.31648 -0.19403 1.51321 0.64 0.22 1.66 0.1616
H 3.11503 -0.07378 -0.50000 -0.57 0.51 0.38 0.1080
H -1.14605 2.32285 -1.57641 0.17 -0.11 -0.19 0.1406
H 1.85061 2.12678 -0.39181 0.49 2.35 -0.70 0.1097
H -3.64937 0.33285 0.98643 0.64 0.00 -0.89 0.1580
H 1.95566 -0.73443 0.75345 1.56 2.47 -0.75 0.0983


14
Properties=species:S:1:pos:R:3:forces:R:3:lowdin_charge:R:1 method="wB97M-V/def2-TZVPD" smiles="C[C@H]1CCC1=O" total_charge=0 e_homo_ev=-9.43 e_above_lowest_ev=0.7851 gap_ev=10.4 lumo_energy_ev=0.9
O -0.64759 0.44130 2.20153 0.02 0.02 -0.56 0.1102
C -0.61562 0.45743 1.00035 0.00 0.04 0.41 -0.3806
C 0.51454 0.31964 -0.02382 0.14 0.01 0.04 -0.2931
C -0.57175 -0.21711 -0.99537 0.03 -0.09 -0.21 -0.1366
C 1.73274 -0.51474 0.32263 0.04 -0.03 0.02 -0.0596
C -1.68189 0.37831 -0.09363 -0.16 0.02 0.06 -0.0825
H -1.98248 1.38128 -0.41676 0.05 -0.13 0.07 0.1184
H -2.57405 -0.21475 0.12017 0.13 0.07 -0.01 0.1128
H 0.81246 1.33083 -0.33532 -0.07 -0.12 0.04 0.1504
H -0.59768 -1.31174 -0.98773 0.02 0.16 -0.01 0.1133
H -0.52555 0.13482 -2.02783 -0.02 -0.04 0.15 0.1052
H 2.31057 -0.04331 1.12399 -0.09 -0.08 -0.11 0.0810
H 1.44024 -1.51461 0.66145 0.02 0.14 -0.04 0.0834
H 2.38606 -0.62735 -0.54966 -0.09 0.02 0.13 0.0777


no.,total energy (Ha)
1,-3035.81810
2,-2495.48868
3,-452.57311
4,-270.52904